Record 1
{"formula": "C21H27N7NaSe2", "method": "the ωB97M-V functional and the def2-TZVPD basis", "symbols": ["Na", "N", "C", "C", "N", "C", "C", "N", "H", "H", "H", "H", "H", "H", "H", "H", "H", "H", "H", "H", "H", "Se", "Se", "C", "C", "C", "C", "C", "N", "C", "C", "C", "C", "C", "N", "H", "H", "H", "H", "H", "H", "H", "H", "N", "C", "N", "C", "C", "C", "C", "C", "C", "H", "H", "H", "H", "H", "H"], "coordinates": [[0.110594, 0.185520, -0.994617], [0.646459, -0.368541, -3.419658], [1.443089, -1.583284, -3.193333], [0.567921, -2.653151, -2.546932], [0.049079, -2.229182, -1.245311], [0.733005, -2.799657, -0.083333], [1.946364, -1.975604, 0.328417], [1.516314, -0.606779, 0.628562], [-0.045725, -0.568087, -4.134995], [1.241559, 0.358836, -3.804150], [2.271538, -1.320143, -2.535101], [1.860677, -1.994647, -4.119638], [1.144274, -3.581572, -2.458878], [-0.273452, -2.837451, -3.220098], [-0.925171, -2.489401, -1.180208], [1.053317, -3.833151, -0.268518], [0.028935, -2.804861, 0.752011], [2.667408, -1.946516, -0.491090], [2.428453, -2.471192, 1.179067], [2.312582, -0.040985, 0.902691], [0.890348, -0.643272, 1.427566], [1.311925, 3.231863, 0.894019], [1.335732, 4.022901, -1.246878], [2.502048, 2.717535, -2.059260], [3.337199, 3.095719, -3.105985], [4.208183, 2.150832, -3.618944], [4.230444, 0.878781, -3.063857], [3.368188, 0.608006, -2.017032], [2.503868, 1.500114, -1.533192], [-0.566901, 2.856152, 1.062723], [-1.211942, 3.143717, 2.258837], [-2.571549, 2.898004, 2.335605], [-3.228974, 2.407949, 1.216222], [-2.492736, 2.161716, 0.070262], [-1.178179, 2.369248, -0.005213], [3.314249, 4.106988, -3.488456], [4.882867, 2.408383, -4.424158], [4.912127, 0.123065, -3.427636], [3.375797, -0.355691, -1.517957], [-0.656721, 3.553874, 3.091417], [-3.112328, 3.104629, 3.249459], [-4.294251, 2.224506, 1.237167], [-2.966806, 1.799014, -0.834680], [-3.807258, -1.714821, 1.490612], [-2.997203, -1.363806, 0.457239], [-1.906949, -0.756236, 0.832485], [-1.986125, -0.699121, 2.217518], [-1.108934, -0.153828, 3.153957], [-1.430873, -0.271552, 4.490168], [-2.606977, -0.911334, 4.904479], [-3.502350, -1.434776, 3.994864], [-3.178504, -1.309999, 2.648881], [-4.690847, -2.188793, 1.423043], [-3.253573, -1.576826, -0.569803], [-0.207949, 0.358733, 2.843600], [-0.769443, 0.143103, 5.239156], [-2.808687, -1.004486, 5.962686], [-4.414134, -1.920444, 4.316200]], "forces_ev_per_angstrom": [[-0.29, 0.50, -0.15], [0.10, 0.00, -0.06], [-0.22, -0.20, -0.04], [0.23, 0.21, -0.02], [-0.28, -0.38, -0.03], [0.24, 0.06, -0.02], [-0.20, -0.14, 0.06], [0.39, -0.24, 0.41], [-0.06, 0.09, 0.02], [-0.04, 0.03, 0.01], [-0.27, -0.31, -0.26], [0.08, 0.04, 0.04], [-0.07, -0.04, -0.07], [0.00, -0.12, 0.04], [0.01, 0.03, 0.01], [-0.07, 0.00, 0.05], [-0.02, -0.03, -0.02], [0.04, -0.07, 0.08], [0.05, 0.00, -0.08], [-0.08, 0.11, -0.03], [0.06, 0.03, 0.03], [0.14, 0.08, 0.57], [0.16, 0.30, -0.47], [-0.02, -0.30, 0.27], [-0.11, 0.10, 0.00], [-0.07, -0.02, -0.01], [0.07, -0.06, -0.01], [0.24, 0.32, 0.15], [-0.02, -0.04, -0.13], [-0.09, 0.01, -0.24], [0.13, -0.01, -0.02], [0.03, -0.04, -0.07], [-0.10, 0.02, 0.05], [0.00, 0.19, 0.09], [-0.11, -0.34, -0.10], [0.03, 0.01, 0.01], [-0.02, 0.02, -0.02], [0.02, -0.01, 0.03], [0.17, 0.23, -0.02], [-0.04, 0.04, 0.02], [-0.01, -0.01, 0.01], [-0.01, 0.00, -0.04], [-0.03, -0.06, 0.05], [-0.09, -0.07, 0.02], [0.09, 0.07, -0.02], [0.16, -0.01, -0.21], [-0.34, -0.15, 0.11], [0.05, -0.05, 0.03], [0.07, 0.07, -0.03], [-0.05, -0.05, 0.01], [-0.15, -0.03, 0.02], [0.42, 0.17, 0.01], [0.00, -0.02, -0.04], [-0.10, -0.01, 0.01], [0.00, 0.04, 0.01], [0.02, -0.02, -0.01], [-0.04, 0.03, 0.00], [0.01, -0.01, 0.03]], "energy_ha": -6164.78709, "charge": 1, "relative_energy_kcal_mol": 4.9, "homo_lumo_gap_ev": 8.273, "homo_energy_ev": -10.6}

***

Record 2
{"formula": "C5H8O", "method": "the ωB97M-V functional and the def2-TZVPD basis", "symbols": ["C", "C", "C", "C", "C", "O", "H", "H", "H", "H", "H", "H", "H", "H"], "coordinates": [[-0.256567, 0.513741, -1.555365], [1.162505, 0.145264, -1.244067], [0.339506, 0.664098, -0.125504], [0.119032, -0.319955, 1.064060], [-0.981399, -0.113260, 2.015784], [-1.290478, -0.472582, 0.710735], [-0.960609, -0.271287, -1.836283], [-0.421295, 1.430591, -2.136256], [2.002441, 0.733920, -1.573098], [1.332042, -0.930320, -1.193137], [0.368381, 1.702286, 0.178851], [0.656780, -1.280646, 1.214872], [-1.313993, -0.957441, 2.612660], [-1.233627, 0.872536, 2.395651]], "forces_ev_per_angstrom": [[0.10, -0.11, 0.37], [0.56, 0.10, -0.14], [1.28, 0.12, 0.68], [-1.63, -0.10, -2.35], [-0.47, 0.23, 0.38], [-1.64, -1.59, 0.60], [0.30, 0.11, 0.43], [0.08, -0.22, 0.62], [0.11, -0.03, -0.44], [0.18, 0.27, 0.00], [0.57, 0.07, -0.11], [-0.03, 0.83, -0.69], [0.74, 0.24, 0.90], [-0.16, 0.09, -0.26]], "energy_ha": -270.41839, "smiles": "C1CC1[C@H]1CO1", "charge": 0, "relative_energy_kcal_mol": 87.5, "homo_lumo_gap_ev": 10.272, "homo_energy_ev": -9.0}

***

Record 3
{"formula": "C4H13NO3", "method": "the ωB97M-V functional and the def2-TZVPD basis", "symbols": ["C", "C", "O", "N", "C", "C", "H", "H", "H", "H", "H", "H", "H", "H", "H", "O", "H", "H", "O", "H", "H"], "coordinates": [[-0.012513, -1.740933, -0.429433], [-0.913485, -1.088463, 0.592600], [-0.940335, -1.526035, 1.729692], [-1.234707, 0.194302, 0.241974], [-1.721388, 1.028652, 1.373398], [-1.627391, 0.675106, -1.046885], [0.502765, -2.591327, 0.014979], [-0.619212, -2.225686, -1.207057], [0.666001, -1.002937, -0.840172], [-2.224560, 1.916982, 1.022576], [-0.902857, 1.216571, 2.066601], [-2.408127, 0.387724, 1.941980], [-1.274415, 1.716246, -1.115741], [-0.906523, 0.290801, -1.794682], [-2.637766, 0.565652, -1.428235], [2.013286, 1.618823, -0.829635], [2.516158, 1.228412, -0.143684], [1.140450, 1.918761, -0.575374], [3.721380, -1.198950, 0.095302], [3.340593, -0.638471, -0.589680], [3.522655, -0.745222, 0.921478]], "forces_ev_per_angstrom": [[-1.05, -1.42, -0.59], [2.58, 0.00, -0.16], [-0.94, 0.44, -0.04], [-1.79, 1.16, 1.80], [-0.20, -1.74, 0.19], [2.73, 0.44, -1.63], [0.19, 0.37, 0.27], [0.21, 0.43, -0.28], [0.11, -0.11, -0.22], [0.10, 0.19, -0.08], [0.08, 0.36, -0.14], [-0.14, 0.49, 0.01], [-0.87, 0.12, 0.25], [-0.70, -0.53, 0.10], [-0.29, -0.15, 0.47], [-0.22, 0.49, -2.04], [0.09, -0.21, 1.43], [0.10, -0.25, 0.69], [-0.07, 0.22, 0.03], [0.02, -0.14, -0.12], [0.03, -0.16, 0.04]], "energy_ha": -440.65404, "smiles": "CC(=O)N(C)C.O.O", "charge": 0, "relative_energy_kcal_mol": 38.4, "homo_lumo_gap_ev": 9.946, "homo_energy_ev": -9.6}